ORCA calculation (wB97M-V/def2-TZVPD) on 7 unconnected molecules or ions with the total composition C23H54Cl2N5O9P at a distorted geometry.

The geometry in XYZ format:
```
94
Properties=species:S:1:pos:R:3:mulliken_charge:R:1
C -22.87832 3.76722 -25.98765 -1.20
C -23.27647 3.95301 -24.45414 -0.20
O -24.64051 3.73737 -24.32903 -0.11
P -25.37323 3.59814 -22.88637 0.78
O -25.31495 2.16907 -22.36580 -0.70
O -24.61298 4.66690 -21.99418 -0.29
C -24.11899 4.19683 -20.68638 -0.51
C -23.00843 5.28622 -20.36961 -0.98
O -26.91550 4.20952 -23.09382 -0.35
C -27.98151 3.27609 -23.39478 -0.09
C -28.63771 3.31669 -22.06189 -0.99
H -21.80506 3.91660 -26.10555 0.48
H -23.00948 2.74138 -26.33194 0.14
H -23.41286 4.55031 -26.52538 0.33
H -22.71082 3.19927 -23.90640 0.36
H -22.90772 4.91641 -24.10202 0.29
H -24.97674 4.00646 -20.04130 0.48
H -23.47313 3.32261 -20.76822 0.29
H -22.80801 5.22653 -19.29986 0.37
H -22.11038 5.11036 -20.96178 0.24
H -23.39613 6.28340 -20.57799 0.37
H -28.67805 3.64910 -24.14564 0.26
H -27.67961 2.28940 -23.74606 0.24
H -29.68351 3.04795 -22.21081 0.27
H -28.13610 2.70992 -21.30802 0.16
H -28.79125 4.33071 -21.69272 0.33
C -30.38730 0.61429 -20.01598 -1.01
N -30.23105 1.77745 -19.10366 0.12
C -28.98410 1.84159 -18.36546 -0.89
C -31.17141 2.71218 -19.05647 0.14
O -31.03860 3.74208 -18.38467 -0.64
H -31.42692 0.29080 -20.06742 0.37
H -29.79029 -0.22432 -19.65761 0.31
H -30.08363 0.84341 -21.03744 0.35
H -28.94086 2.74905 -17.76317 0.32
H -28.83538 0.92526 -17.79423 0.31
H -28.21126 1.82219 -19.13387 0.30
H -31.93087 2.64854 -19.85107 0.36
C -25.61428 3.31991 -28.38295 -0.52
N -26.85412 2.57815 -28.29898 0.10
C -27.97639 3.02725 -29.18123 -0.92
C -27.07953 1.77171 -27.27593 0.07
O -28.14388 1.17551 -27.18811 -0.71
H -25.67431 4.27697 -27.86476 0.29
H -25.48104 3.59006 -29.43049 0.32
H -24.81648 2.65855 -28.04496 0.01
H -28.43171 3.92550 -28.76416 0.31
H -27.46727 3.20197 -30.12905 0.35
H -28.75678 2.27299 -29.28225 0.26
H -26.24108 1.72473 -26.56391 0.40
C -31.43656 -0.71956 -26.74195 -0.95
N -30.95263 -0.13980 -25.55957 0.33
C -31.04558 1.28096 -25.48812 -0.72
C -30.94191 -0.85958 -24.38923 0.03
O -30.66353 -0.33824 -23.35303 -0.54
H -32.49653 -0.54355 -26.92523 0.37
H -31.31277 -1.78641 -26.92798 0.34
H -30.91061 -0.22584 -27.55909 0.25
H -31.05399 1.79460 -24.52676 0.14
H -30.16399 1.62897 -26.02644 0.16
H -31.96267 1.75079 -25.84350 0.31
H -31.20585 -1.92495 -24.47600 0.30
C -20.65299 3.42088 -17.80911 -0.82
N -19.38664 3.82331 -17.29907 0.09
C -18.28174 3.37217 -18.20365 -0.91
C -19.29988 4.92219 -16.52557 0.10
O -18.29644 5.61697 -16.44908 -0.57
H -21.47746 3.41274 -17.09616 0.34
H -20.62875 2.42504 -18.25159 0.29
H -20.85397 4.11910 -18.62163 0.20
H -17.28619 3.50515 -17.78021 0.33
H -18.29572 2.29063 -18.33847 0.34
H -18.35747 3.81757 -19.19561 0.29
H -20.30162 5.22466 -16.18319 0.33
C -19.57764 1.42972 -29.20106 -0.94
N -20.71949 0.91104 -28.46879 0.14
C -20.50167 0.31769 -27.12438 -1.02
C -22.01613 1.05401 -28.79341 0.13
O -22.90018 0.64858 -28.04616 -0.62
H -18.90062 0.65309 -29.55689 0.31
H -19.10260 2.26183 -28.68144 0.34
H -19.83614 1.98195 -30.10457 0.31
H -19.82405 -0.53497 -27.16789 0.38
H -19.90162 1.03633 -26.56618 0.34
H -21.32753 -0.14760 -26.58628 0.29
H -22.24820 1.49249 -29.77631 0.36
Cl -20.58924 7.62046 -19.12136 -0.19
C -19.54355 6.65075 -20.13874 0.00
C -19.12685 7.43937 -21.33529 -0.40
Cl -17.84409 6.53381 -22.15369 -0.22
H -20.17515 5.76707 -20.22977 -0.20
H -18.68766 6.25662 -19.59082 0.32
H -18.51183 8.29118 -21.04500 0.30
H -19.93833 7.68413 -22.02063 0.35
```

* ΔE to the lowest compared entry with this formula, charge and spin: 0.014 eV
* E_HOMO: -8.79 eV
* frontier orbital gap: 9.013 eV
* E: -84938.4255 eV
* LUMO level: 0.227 eV
* SMILES: CCOP(=O)(OCC)OCC.CN(C)C=O.CN(C)C=O.CN(C)C=O.CN(C)C=O.CN(C)C=O.ClCCCl
* max |F|: 0.0851 Eh/bohr